Entry 1:
# C32H27AsCoN3S

C32H27AsCoN3S as an isolated structure (ωB97M-V/def2-TZVPD, the Open Molecules 2025 dataset).

The geometry in XYZ format:
```
65
Properties=species:S:1:pos:R:3:mulliken_charge:R:1
Co 0.21 -0.13 -0.46 -0.214
C 3.70 1.55 1.01 -0.977
C 4.16 0.55 1.85 -0.559
C 3.45 -0.63 1.97 -0.877
C 2.29 -0.79 1.23 0.509
N 1.86 0.19 0.42 0.508
C 2.54 1.34 0.30 -0.244
C 1.41 -1.96 1.18 0.824
C 1.60 -3.16 1.88 -0.316
C 0.68 -4.19 1.73 -0.992
C -0.42 -4.03 0.89 -0.841
C -0.61 -2.84 0.19 0.183
C 0.31 -1.82 0.34 0.088
H 4.23 2.49 0.89 0.506
H 5.07 0.70 2.42 0.459
H 3.80 -1.42 2.61 0.500
H 2.13 2.08 -0.38 0.507
H 2.45 -3.28 2.54 0.472
H 0.82 -5.11 2.27 0.460
H -1.13 -4.83 0.78 0.510
H -1.45 -2.74 -0.48 0.447
C -5.23 1.45 3.51 -0.486
C -5.25 1.49 2.12 -0.783
C -4.07 1.34 1.40 -0.129
C -2.88 1.16 2.09 0.657
C -2.85 1.12 3.48 -0.436
C -4.04 1.27 4.19 -0.753
As -1.21 1.04 1.16 0.737
C -0.47 2.79 0.85 0.422
C 0.09 3.64 1.80 -0.764
C 0.68 4.82 1.37 -0.736
C 0.72 5.14 0.02 -0.860
C 0.17 4.28 -0.93 -0.554
C -0.43 3.10 -0.51 0.077
C -1.05 2.09 -1.40 1.330
C -1.12 2.13 -2.79 -0.397
C -1.76 1.11 -3.49 -0.888
C -2.32 0.03 -2.82 -1.047
C -2.23 -0.05 -1.44 -0.014
C -1.64 1.00 -0.73 -0.950
H -6.15 1.57 4.06 0.411
H -6.18 1.63 1.59 0.416
H -4.09 1.39 0.32 0.372
H -1.92 0.95 4.02 0.402
H -4.03 1.24 5.27 0.408
H 0.06 3.40 2.85 0.491
H 1.10 5.50 2.10 0.457
H 1.18 6.06 -0.31 0.458
H 0.21 4.55 -1.98 0.438
H -0.69 2.96 -3.34 0.465
H -1.83 1.17 -4.57 0.482
H -2.82 -0.75 -3.38 0.500
H -2.71 -0.87 -0.91 0.913
S 1.14 -0.54 -2.42 -0.444
C 1.67 -2.15 -2.72 0.556
N 1.96 -3.11 -1.86 0.084
C 2.48 -4.31 -2.54 -0.584
C 2.41 -3.92 -4.03 -0.521
N 1.89 -2.55 -3.96 -0.188
H 1.90 -3.00 -0.87 -0.007
H 1.87 -5.18 -2.30 0.336
H 3.50 -4.51 -2.21 0.342
H 1.72 -4.56 -4.59 0.321
H 3.38 -3.94 -4.51 0.317
H 1.72 -1.97 -4.76 0.196
```

Charge ... +2
Total energy ... -147379.7273 eV
Max |F| ... 0.5 eV Å⁻¹
LUMO energy ... -6.8 eV

***

Entry 2:
# C19H16N2O2S2

One molecule with the formula C19H16N2O2S2 in a non-equilibrium geometry (ωB97M-V/def2-TZVPD, the Open Molecules 2025 dataset).

The geometry in XYZ format:
```
41
Properties=species:S:1:pos:R:3:mulliken_charge:R:1
O 2.61 -0.45 -3.91 -0.619
O 3.06 0.69 1.25 -0.685
S -1.65 3.11 1.55 -0.411
N -5.36 -1.36 0.05 -0.587
S -0.57 0.50 0.63 -0.033
C 2.77 0.01 -2.80 0.558
C 2.98 0.54 0.03 0.807
C -1.63 1.46 1.64 0.293
C 1.71 0.79 -2.11 0.603
C 1.78 1.05 -0.74 -0.211
C -6.54 -1.14 0.68 -0.336
C -4.22 -1.14 0.73 -0.210
C -6.56 -0.85 2.04 -0.269
C 6.15 -1.41 -1.97 -0.361
C 6.25 -1.27 -0.60 -0.523
C 5.07 -1.03 -2.67 -0.678
C 5.22 -0.57 0.09 -0.674
C -5.38 -0.61 2.74 -0.465
C 3.99 -0.39 -2.03 0.518
C 4.08 -0.14 -0.65 0.422
C -4.16 -0.74 2.08 0.902
N -2.52 0.90 2.54 -0.102
C 0.45 1.22 -2.91 -1.652
C 0.65 1.75 0.04 -1.385
C -2.80 -0.55 2.70 -1.329
H -7.45 -1.34 0.16 0.362
H -3.31 -1.36 0.15 0.321
H -7.53 -0.74 2.53 0.339
H 7.02 -1.85 -2.46 0.365
H 7.20 -1.48 -0.06 0.320
H 5.08 -1.15 -3.76 0.406
H 5.30 -0.43 1.13 0.504
H -5.43 -0.31 3.78 0.394
H -3.04 1.56 3.13 0.242
H -0.45 1.08 -2.29 0.320
H 0.35 0.63 -3.83 0.338
H 0.57 2.23 -3.21 0.369
H 0.15 2.49 -0.53 0.717
H 1.08 2.29 0.90 0.549
H -2.07 -1.17 2.19 0.493
H -2.83 -0.82 3.76 0.386
```

Structure (SMILES) ... CC1=C(CSC(=S)NCc2cccnc2)C(=O)c2ccccc2C1=O
Total energy ... -48707.5254 eV
Max |F| ... 2.8 eV Å⁻¹
LUMO energy ... -1.4 eV
Energy above the lowest of the compared OMol25 structures with the same formula, charge and spin ... 0.0 kcal per mole

***

Entry 3:
# C2H10BaN3S

C2H10BaN3S as an isolated structure in a non-equilibrium geometry (ωB97M-V/def2-TZVPD, the Open Molecules 2025 dataset).

The geometry in XYZ format:
```
17
Properties=species:S:1:pos:R:3:mulliken_charge:R:1
C 0.70 2.96 -0.13 -0.764
Ba 0.05 0.12 0.05 -0.766
N -0.12 -2.18 -0.11 -0.089
N -1.83 0.37 -1.36 -0.662
H -0.55 -2.43 0.76 0.177
H 1.01 1.96 -0.53 0.133
H 1.57 3.49 0.28 0.339
H -0.03 2.81 0.71 0.156
H 0.43 3.56 -1.03 0.227
H -2.66 -0.04 -0.96 0.244
H -1.70 0.01 -2.29 0.166
H -1.99 1.37 -1.44 0.291
H -0.64 -2.44 -0.90 0.080
H 0.84 -2.47 -0.14 0.125
S 0.15 1.05 3.00 -0.382
C 1.20 -0.16 3.43 0.327
N 2.00 -1.08 3.76 -0.604
```

Charge ... -1
Total energy ... -18233.2133 eV
Max |F| ... 8.6 eV Å⁻¹
LUMO energy ... 2.3 eV
Energy above the lowest of the compared OMol25 structures with the same formula, charge and spin ... 0.0 kcal per mole

***

Entry 4:
# C11H18O

A 2-piece molecular cluster, C11H18O overall in a non-equilibrium geometry (ωB97M-V/def2-TZVPD, the Open Molecules 2025 dataset).

The geometry in XYZ format:
```
30
Properties=species:S:1:pos:R:3:mulliken_charge:R:1
C 0.62 1.64 0.60 -0.490
C 1.68 2.64 1.22 -1.144
C 0.79 0.23 1.07 0.348
C -0.08 -0.32 2.05 -0.381
C 1.67 -0.56 0.35 -0.398
C 0.02 -1.70 2.38 -0.464
C 1.80 -1.91 0.68 -0.612
C 1.03 -2.43 1.69 0.880
O 1.34 -3.65 2.14 -0.549
H -0.36 1.98 0.86 0.454
H 0.67 1.81 -0.51 -0.103
H 1.92 3.56 0.47 0.273
H -0.92 0.38 2.49 0.207
H 2.34 -0.16 -0.34 0.578
H -0.78 -2.22 3.09 0.119
H 2.50 -2.65 0.17 0.305
H 0.53 -4.10 2.57 0.318
H 2.64 2.13 1.45 0.327
H 1.22 3.22 2.06 0.305
C -1.83 0.70 -1.85 0.010
C -0.47 0.50 -2.59 -1.117
C -2.78 -0.54 -2.19 -1.119
H -2.25 1.58 -2.19 0.367
H -1.59 0.83 -0.84 0.018
H -0.60 0.11 -3.54 0.465
H -0.07 1.51 -2.63 0.300
H -3.33 -0.44 -3.14 0.310
H -3.66 -0.63 -1.37 0.289
H 0.14 -0.09 -1.95 0.174
H -2.20 -1.43 -2.19 0.327
```

Structure (SMILES) ... CCc1ccc(O)cc1.CCC
Total energy ... -13744.6263 eV
Max |F| ... 4.0 eV Å⁻¹
LUMO energy ... 0.8 eV
Energy above the lowest of the compared OMol25 structures with the same formula, charge and spin ... 47.0 kcal per mole

***

Entry 5:
# C27H58NO13PS

A 6-piece molecular cluster, C27H58NO13PS overall in a non-equilibrium geometry (ωB97M-V/def2-TZVPD, the Open Molecules 2025 dataset).

The geometry in XYZ format:
```
101
Properties=species:S:1:pos:R:3:mulliken_charge:R:1
C -0.74 -0.20 1.22 -0.166
C -1.29 0.68 0.13 1.010
C -0.48 1.89 -0.24 -1.443
N -2.38 0.47 -0.49 -0.515
C -3.21 -0.56 -0.12 0.063
C -4.25 -0.56 0.73 0.273
P -4.83 0.89 1.62 0.488
S -6.65 0.72 2.30 -0.383
C -4.79 -1.93 0.76 0.061
O -5.61 -2.43 1.45 -0.475
O -4.09 -2.69 -0.20 -0.212
C -3.08 -1.94 -0.70 0.491
O -2.23 -2.34 -1.44 -0.506
H 0.35 -0.15 1.14 -0.516
H -1.03 0.16 2.21 0.422
H -1.02 -1.24 1.11 0.325
H -0.64 2.14 -1.28 0.366
H -0.76 2.71 0.41 0.348
H 0.57 1.69 -0.06 0.315
H -3.87 1.19 2.59 0.064
H -4.70 1.89 0.65 -0.032
C -5.21 7.84 -0.98 -0.684
O -5.13 6.72 -1.83 -0.367
C -4.10 5.81 -1.48 -0.756
C -4.64 4.60 -0.75 -0.041
O -5.15 4.93 0.53 -0.368
C -6.57 4.99 0.57 -0.739
H -6.12 8.38 -1.24 0.242
H -5.26 7.55 0.07 0.287
H -4.35 8.51 -1.13 0.322
H -3.34 6.31 -0.87 0.364
H -3.62 5.48 -2.41 0.384
H -3.82 3.89 -0.60 0.096
H -5.41 4.11 -1.36 0.373
H -7.00 3.98 0.49 0.309
H -6.97 5.62 -0.22 0.340
H -6.85 5.40 1.54 0.254
C 4.84 -1.31 -2.70 -0.391
O 4.69 -2.38 -1.79 -0.421
C 4.81 -1.97 -0.44 -0.308
C 3.46 -1.82 0.23 -0.421
O 2.71 -0.75 -0.33 -0.061
C 1.71 -1.17 -1.24 -0.869
H 4.60 -1.69 -3.70 0.310
H 4.18 -0.48 -2.46 0.029
H 5.88 -0.96 -2.70 0.253
H 5.36 -1.02 -0.37 0.006
H 5.38 -2.73 0.09 0.405
H 3.61 -1.60 1.29 0.111
H 2.90 -2.76 0.15 0.454
H 0.89 -1.66 -0.69 0.381
H 2.09 -1.85 -2.00 0.416
H 1.31 -0.28 -1.73 0.122
C 0.80 1.40 5.00 -0.852
O 0.61 0.19 4.28 -0.283
C 1.83 -0.37 3.81 0.407
C 2.27 -1.54 4.67 -0.772
O 2.63 -1.12 5.98 -0.387
C 1.65 -1.39 6.95 -0.677
H -0.16 1.66 5.45 0.266
H 1.55 1.28 5.78 0.370
H 1.10 2.21 4.32 0.324
H 2.62 0.39 3.78 0.355
H 1.66 -0.73 2.79 -0.291
H 3.15 -2.00 4.22 0.355
H 1.48 -2.29 4.71 0.387
H 1.57 -2.46 7.15 0.333
H 0.67 -1.01 6.65 0.283
H 1.95 -0.88 7.87 0.236
C 5.03 1.95 -1.27 -0.752
O 6.26 1.34 -0.93 -0.192
C 7.37 1.89 -1.62 -0.604
C 8.16 2.84 -0.75 -0.627
O 7.42 4.00 -0.44 -0.376
C 6.89 4.00 0.87 -0.635
H 4.27 1.56 -0.58 0.040
H 5.07 3.03 -1.18 0.476
H 4.73 1.67 -2.29 0.350
H 7.04 2.40 -2.53 0.391
H 8.02 1.06 -1.92 0.380
H 9.06 3.15 -1.30 0.385
H 8.48 2.32 0.16 0.343
H 7.68 4.11 1.62 0.332
H 6.33 3.08 1.07 0.225
H 6.21 4.84 0.95 0.239
C -3.69 -5.41 -2.06 -0.663
O -4.56 -6.05 -2.99 -0.404
C -4.19 -5.83 -4.34 -0.477
C -3.49 -7.03 -4.93 -0.483
O -2.22 -7.25 -4.33 -0.382
C -2.22 -8.30 -3.38 -0.730
H -3.96 -5.76 -1.07 0.313
H -2.65 -5.65 -2.26 0.310
H -3.82 -4.33 -2.11 0.246
H -3.55 -4.94 -4.43 0.260
H -5.11 -5.65 -4.91 0.396
H -3.32 -6.86 -6.00 0.368
H -4.12 -7.92 -4.83 0.317
H -2.33 -9.27 -3.87 0.329
H -3.02 -8.17 -2.64 0.315
H -1.26 -8.27 -2.86 0.247
```

Structure (SMILES) ... CC(C)=NC1=C([PH2]=S)C(=O)OC1=O.COCCOC.COCCOC.COCCOC.COCCOC.COCCOC
Total energy ... -77164.7763 eV
Max |F| ... 1.5 eV Å⁻¹
LUMO energy ... -1.1 eV

***

Entry 6:
# C8H18NO2S

An isolated ion of composition C8H18NO2S and charge +1 in a non-equilibrium geometry (ωB97M-V/def2-TZVPD, the Open Molecules 2025 dataset).

The geometry in XYZ format:
```
30
Properties=species:S:1:pos:R:3:mulliken_charge:R:1
C -2.08 -0.47 0.39 -1.143
C -0.79 0.06 -0.23 -0.902
C -0.09 -1.66 -0.40 1.133
C -0.43 -2.20 -1.78 -1.475
C 1.35 -1.79 -0.04 -1.450
C 0.46 0.71 1.82 -0.598
C -0.89 2.29 0.55 -0.895
C 1.09 1.43 -0.44 -0.959
N -0.03 1.08 0.45 0.462
O -2.40 -3.08 0.13 -0.634
O -1.02 -2.10 2.05 -0.644
S -1.51 -2.13 0.71 1.090
H -2.56 0.04 1.19 0.663
H -3.01 -0.40 -0.35 0.280
H -0.94 0.34 -1.28 0.498
H -1.50 -2.08 -1.99 0.437
H -0.16 -3.31 -1.80 0.315
H 0.18 -1.64 -2.46 0.481
H 1.55 -2.81 0.24 0.403
H 1.72 -1.07 0.68 0.281
H 1.99 -1.50 -0.91 0.364
H 1.55 0.37 1.88 0.351
H 0.34 1.62 2.55 0.267
H -0.24 -0.07 2.16 0.330
H -0.80 2.80 -0.45 0.353
H -1.82 1.89 0.75 0.339
H -0.42 2.84 1.27 0.478
H 0.77 1.90 -1.36 0.446
H 1.73 2.18 0.05 0.452
H 1.75 0.58 -0.74 0.277
```

Structure (SMILES) ... CC1(C)[C@H]([N+](C)(C)C)CS1(=O)=O
Charge ... +1
Total energy ... -24998.3974 eV
Max |F| ... 4.8 eV Å⁻¹
LUMO energy ... -2.7 eV
Energy above the lowest of the compared OMol25 structures with the same formula, charge and spin ... 33.7 kcal per mole

***

Entry 7:
# C5H7NO

One molecule with the formula C5H7NO in a non-equilibrium geometry (ωB97M-V/def2-TZVPD, the Open Molecules 2025 dataset).

The geometry in XYZ format:
```
14
Properties=species:S:1:pos:R:3:mulliken_charge:R:1
C -0.66 0.25 1.47 -1.380
C 0.45 0.14 0.41 0.579
C -0.04 0.06 -1.06 -0.692
C -0.41 -1.33 -1.49 -0.073
O 0.45 -2.08 -1.89 -0.451
C 1.36 1.30 0.53 0.034
N 2.06 2.21 0.60 -0.439
H -0.22 0.37 2.46 0.377
H -1.28 -0.65 1.47 0.364
H -1.29 1.12 1.27 0.344
H 1.06 -0.75 0.61 0.247
H -0.86 0.78 -1.21 0.342
H 0.83 0.24 -1.70 0.373
H -1.46 -1.66 -1.47 0.375
```

Structure (SMILES) ... C[C@H](C#N)CC=O
Total energy ... -8835.2551 eV
Max |F| ... 1.1 eV Å⁻¹
LUMO energy ... 0.5 eV
Energy above the lowest of the compared OMol25 structures with the same formula, charge and spin ... 21.9 kcal per mole

***

Entry 8:
# C2H3N3

One molecule with the formula C2H3N3 (ωB97M-V/def2-TZVPD, the Open Molecules 2025 dataset).

The geometry in XYZ format:
```
8
Properties=species:S:1:pos:R:3:mulliken_charge:R:1
N -0.07 -1.01 -1.35 -0.673
C 0.71 -0.37 -0.56 -0.023
C 0.37 0.47 0.57 -0.071
N -0.88 0.63 0.88 0.401
N -1.98 0.62 1.13 -0.495
H -1.05 -0.74 -1.23 0.200
H 1.79 -0.54 -0.66 0.329
H 1.10 0.94 1.22 0.332
```

Total energy ... -6590.6433 eV
Max |F| ... 1.0 eV Å⁻¹
LUMO energy ... 0.3 eV
Energy above the lowest of the compared OMol25 structures with the same formula, charge and spin ... 44.6 kcal per mole